1.
19
Properties=species:S:1:pos:R:3:lowdin_charge:R:1 method="wB97M-V/def2-TZVPD" smiles=CC[C@H](C)NC relative_energy_ev=1.093 charge=0 spin_multiplicity=1
C -0.497 2.052 -1.417 -0.140
N -1.065 0.906 -0.691 -0.093
C 0.698 -2.292 0.631 -0.085
C -0.247 -1.305 -0.134 -0.228
C 0.024 0.173 -0.029 -0.449
C 0.250 0.686 1.425 -0.065
H 0.416 1.790 -1.979 0.077
H -1.228 2.699 -1.908 0.075
H -0.095 2.747 -0.660 0.074
H -1.514 0.329 -1.396 0.093
H 1.134 -1.839 1.498 0.039
H 0.196 -3.253 0.704 0.071
H 1.567 -2.406 -0.028 0.070
H -1.275 -1.565 0.093 0.104
H -0.158 -1.562 -1.212 0.113
H 1.026 0.427 -0.453 0.131
H 0.946 1.526 1.544 0.067
H 0.541 -0.137 2.113 0.056
H -0.720 1.024 1.899 0.090

2.
20
Properties=species:S:1:pos:R:3:lowdin_charge:R:1 method="wB97M-V/def2-TZVPD" smiles=NC[C@@H]1CCC[NH2+]1 relative_energy_ev=0.893 charge=+1 spin_multiplicity=1
C -1.594 -0.050 0.180 -0.167
N -1.781 1.226 -0.498 0.000
C -0.333 -0.765 -0.462 -0.216
N 0.519 0.357 -0.969 0.064
C 1.678 0.589 -0.030 -0.068
C 1.297 -0.232 1.199 -0.154
C 0.492 -1.405 0.644 -0.126
H -2.420 -0.713 -0.073 0.127
H -1.425 0.109 1.242 0.121
H -2.094 1.932 0.167 0.107
H -2.494 1.180 -1.217 0.104
H -0.676 -1.375 -1.289 0.154
H -0.072 1.197 -1.050 0.127
H 0.892 0.148 -1.888 0.179
H 1.799 1.634 0.230 0.137
H 2.527 0.157 -0.496 0.123
H 2.111 -0.581 1.836 0.132
H 0.686 0.345 1.886 0.111
H 1.199 -2.133 0.280 0.123
H -0.086 -1.792 1.456 0.123

3.
20
Properties=species:S:1:pos:R:3:lowdin_charge:R:1 method="wB97M-V/def2-TZVPD" relative_energy_ev=2.479 charge=+1 spin_multiplicity=1
C 0.202 -1.344 1.437 -0.108
C -1.723 -0.206 -1.294 0.122
C -1.447 1.063 1.020 -0.026
C 1.656 1.485 -1.773 -0.028
C -1.256 0.011 -0.034 -0.338
N 0.808 -2.523 1.677 0.173
N -0.520 -1.109 0.399 0.087
H 0.157 -0.695 2.268 0.150
H 1.538 2.087 -2.710 0.052
H -1.392 -0.952 -1.932 0.055
H -2.396 0.630 -1.666 0.117
H -2.158 0.758 1.872 0.134
H -1.966 1.882 0.559 0.084
H -0.608 1.512 1.434 0.060
H 1.341 0.498 -1.949 -0.022
H 2.596 1.574 -1.357 -0.010
H 0.814 1.774 -1.056 0.029
H 0.949 -2.811 2.643 0.139
H 0.693 -3.238 0.935 0.147
H -0.667 -1.862 -0.308 0.182

4.
20
Properties=species:S:1:pos:R:3:lowdin_charge:R:1 method="wB97M-V/def2-TZVPD" relative_energy_ev=1.852 charge=+1 spin_multiplicity=1
N -2.531 -0.127 0.556 0.208
C -1.881 -0.926 -0.270 -0.175
N -1.937 -0.903 -1.569 0.218
H -2.826 0.765 0.178 0.144
H -2.218 -0.152 1.510 0.134
H -1.215 -1.654 0.173 0.138
H -1.208 -1.325 -2.116 0.141
H -2.497 -0.282 -2.128 0.146
C 1.364 -1.178 0.542 -0.117
C 1.394 0.251 1.092 -0.259
C 1.817 1.234 0.033 -0.192
C 0.997 2.064 -0.594 -0.007
H 2.380 -1.539 0.386 0.085
H 0.859 -1.838 1.249 0.072
H 0.931 -1.275 -0.457 0.053
H 2.094 0.289 1.926 0.114
H 0.417 0.578 1.464 0.086
H 2.834 1.092 -0.324 0.111
H 1.250 2.720 -1.415 0.057
H -0.024 2.207 -0.239 0.044

5.
20
Properties=species:S:1:pos:R:3:lowdin_charge:R:1 method="wB97M-V/def2-TZVPD" relative_energy_ev=3.903 charge=+1 spin_multiplicity=1
C -3.705 -0.598 -0.360 -0.096
C -2.552 0.039 0.466 -0.200
C -1.441 0.703 -0.365 0.071
N 2.220 0.858 0.342 0.075
C 1.059 0.946 -0.519 0.021
C -0.138 0.523 0.048 -0.080
N 3.769 -1.750 0.184 0.020
H -4.293 0.083 -0.991 0.078
H -4.424 -1.095 0.341 0.095
H -3.073 0.678 1.178 0.135
H -2.052 -0.848 0.842 0.104
H -1.701 1.415 -1.091 0.119
H 4.115 -0.879 -0.227 0.015
H 2.088 -0.021 0.876 0.074
H 2.330 1.717 0.949 0.159
H 1.160 1.540 -1.426 0.142
H -0.043 -0.077 1.004 0.149
H -3.283 -1.450 -0.992 0.100
H 3.422 -2.367 -0.521 0.009
H 4.487 -2.130 0.761 0.010

6.
20
Properties=species:S:1:pos:R:3:lowdin_charge:R:1 method="wB97M-V/def2-TZVPD" smiles="C=C([NH3+])C[C@H](C)N" relative_energy_ev=4.788 charge=+1 spin_multiplicity=1
C -1.630 0.344 0.017 -0.071
C -0.525 0.538 1.029 -0.430
C 0.801 0.609 0.046 -0.096
C 1.028 -0.565 -0.893 -0.253
C 0.767 -0.784 -2.210 0.095
N 0.947 -1.883 -0.102 0.204
N -0.655 1.877 1.545 0.022
H -1.559 1.272 -0.574 0.106
H -1.652 -0.643 -0.472 0.085
H -2.612 0.572 0.382 0.077
H -0.294 -0.206 1.819 0.132
H 1.608 0.663 0.706 0.084
H 0.712 1.583 -0.386 0.121
H -0.110 -1.321 -2.729 0.135
H 1.225 -0.127 -2.880 0.053
H 0.193 -1.685 0.553 0.116
H 0.963 -2.741 -0.700 0.186
H 1.817 -1.759 0.541 0.216
H 0.263 2.195 1.991 0.122
H -1.287 2.061 2.318 0.095